The following is a quantum chemistry calculation of C4H6N2O in the gas phase in a non-equilibrium geometry, from the Open Molecules 2025 dataset.

Summary:
F_max: 8.91 eV/Å
Energy relative to the best compared isomer or geometry (same formula, charge and spin): 568.8 kJ/mol
E_HOMO: -8.0446 eV
Charge: 0
E_LUMO: 0.35 eV
Total energy: -340.5783 a.u.

Geometry (Å):
1 O 2.4140 -0.0132 0.0294
2 N 0.9999 -0.1709 -0.0771
3 N -0.8006 -1.5444 -0.1888
4 C -1.5809 -0.2137 0.2460
5 C 0.4602 -1.3564 -0.2897
6 C 0.3717 0.9618 -0.1528
7 C -1.0076 1.0867 -0.1583
8 H 0.8664 1.8788 -0.7945
9 H 2.5711 -0.0107 1.1404
10 H -1.4071 2.0573 -0.3082
11 H -1.5646 -0.4742 1.4440
12 H 1.1837 -2.0209 -0.4839
13 H -2.5062 -0.1802 -0.4065



The following is a quantum chemistry calculation of a molecular structure, C4H6N2O, from the Open Molecules 2025 dataset.

Summary:
F_max: 0.83 eV/Å
Energy relative to the best compared isomer or geometry (same formula, charge and spin): 573.4 kJ/mol
E_HOMO: -7.3557 eV
Charge: 0
E_LUMO: 0.64 eV
Total energy: -340.5765 a.u.

Geometry (Å):
1 O -3.3769 0.1920 -0.0656
2 N -1.4695 -0.7872 0.1846
3 N 1.1141 1.3444 -0.3538
4 C -2.0405 0.3654 -0.1291
5 C 0.5310 0.3006 -0.0897
6 C -0.0519 -0.8582 0.2037
7 C 2.4323 0.5133 -0.1018
8 H -2.0005 -1.6145 0.4267
9 H -3.7738 1.0377 -0.2991
10 H 0.4724 -1.7629 0.4682
11 H 2.5719 -0.3694 -0.7462
12 H 3.1089 1.2905 -0.4101
13 H 2.5973 0.2418 0.9486



The following is a quantum chemistry calculation of C4H6N2O in the gas phase in a non-equilibrium geometry, from the Open Molecules 2025 dataset.

Summary:
F_max: 2.63 eV/Å
Energy relative to the best compared isomer or geometry (same formula, charge and spin): 452.4 kJ/mol
E_HOMO: -9.4937 eV
Charge: 0
E_LUMO: 0.49 eV
Total energy: -340.6226 a.u.

Geometry (Å):
1 O -1.1619 1.4800 -0.0823
2 N -2.3582 -0.8648 2.1584
3 N -1.3387 0.0685 0.0957
4 C 0.4065 0.1148 -1.6226
5 C 1.0024 -0.1600 0.8663
6 C -1.8501 -0.3984 1.2345
7 C -0.0019 0.1513 -0.1894
8 H -0.4003 0.4429 -2.2712
9 H 0.7111 -0.9068 -1.8719
10 H 0.8410 -1.1657 1.2629
11 H 2.0234 -0.0687 0.5017
12 H 1.2685 0.7656 -1.7774
13 H 0.8581 0.5412 1.6954



The following is a quantum chemistry calculation of C4H6N2O in the gas phase, from the Open Molecules 2025 dataset.

Summary:
F_max: 0.29 eV/Å
Energy relative to the best compared isomer or geometry (same formula, charge and spin): 138.3 kJ/mol
E_HOMO: -8.7106 eV
Charge: 0
E_LUMO: 1.07 eV
Total energy: -340.7422 a.u.

Geometry (Å):
1 O 0.9426 1.1635 0.4356
2 N -1.0610 -1.4119 -0.5281
3 N -0.4774 -0.6953 0.4558
4 C 0.0872 0.1122 -1.5985
5 C 0.2161 0.2236 -0.1930
6 C -0.7568 -0.9598 -1.7635
7 C 0.8994 1.0875 1.8523
8 H -1.1451 -1.4356 -2.6550
9 H 0.5443 0.7258 -2.3599
10 H 1.3847 0.1701 2.2049
11 H 1.4341 1.9666 2.2136
12 H -0.1353 1.0930 2.2133
13 H -1.7084 -2.1394 -0.2721



The following is a quantum chemistry calculation of 2 unconnected molecules or ions with the total composition C4H6N2O in a non-equilibrium geometry, from the Open Molecules 2025 dataset.

Summary:
F_max: 4.26 eV/Å
Energy relative to the best compared isomer or geometry (same formula, charge and spin): 479.9 kJ/mol
E_HOMO: -9.0294 eV
Charge: 0
E_LUMO: 0.87 eV
Total energy: -340.6121 a.u.

Geometry (Å):
1 O 1.6388 -0.7531 1.1449
2 N 1.3837 -1.0198 -1.6948
3 N -0.4085 0.5251 1.2676
4 C 0.1352 -0.9025 -1.5279
5 C 0.6423 -0.0923 1.2655
6 C 0.9596 0.2785 -2.0027
7 C -1.7693 0.4145 1.6583
8 H 0.8230 0.5840 -2.9531
9 H 0.9153 0.9543 -1.1162
10 H -2.4716 0.4405 0.8090
11 H -1.9674 -0.3733 2.3721
12 H 2.2470 -1.4213 -1.3216
13 H -2.1281 1.3656 2.0988



The following is a quantum chemistry calculation of C4H6N2O in the gas phase in a non-equilibrium geometry, from the Open Molecules 2025 dataset.

Summary:
F_max: 3.76 eV/Å
Energy relative to the best compared isomer or geometry (same formula, charge and spin): 200.0 kJ/mol
E_HOMO: -8.8164 eV
Charge: 0
E_LUMO: 0.77 eV
Total energy: -340.7187 a.u.

Geometry (Å):
1 O -0.4530 -0.2841 1.5444
2 N 1.7848 -0.6344 0.7452
3 N -1.7840 1.5936 0.0157
4 C -0.9654 1.1236 -0.9423
5 C 0.0212 0.2113 -0.7447
6 C 0.2610 -0.3530 0.5662
7 C 1.9350 -1.8472 0.5461
8 H -2.5840 2.1500 -0.2176
9 H 2.8744 -2.3858 0.6420
10 H 0.7504 0.0308 -1.5160
11 H -1.6960 1.1789 0.9366
12 H -1.0596 1.5853 -1.9176
13 H 0.9152 -2.3689 0.3417



The following is a quantum chemistry calculation of 2 unconnected molecules or ions with the total composition C4H6N2O, from the Open Molecules 2025 dataset.

Summary:
F_max: 0.51 eV/Å
Energy relative to the best compared isomer or geometry (same formula, charge and spin): 512.2 kJ/mol
E_HOMO: -9.0116 eV
Charge: 0
E_LUMO: 0.07 eV
Total energy: -340.5998 a.u.

Geometry (Å):
1 O -1.1093 -0.7542 -0.1075
2 N 1.9367 1.0693 -0.2548
3 N 1.2261 -0.8803 0.5522
4 C 2.2892 -0.0443 0.3326
5 C 0.1491 -0.2254 0.0256
6 C -1.5464 -0.5985 -1.3542
7 C 0.5845 0.9699 -0.4461
8 H 1.2328 -1.7819 1.0031
9 H -2.8163 0.6566 1.2520
10 H -0.0197 1.7166 -0.9436
11 H -2.6501 -0.6766 -1.2306
12 H 3.3022 -0.3204 0.5872
13 H -2.5787 0.8692 0.5840



The following is a quantum chemistry calculation of C4H6N2O in the gas phase in a non-equilibrium geometry, from the Open Molecules 2025 dataset.

Summary:
F_max: 6.95 eV/Å
Energy relative to the best compared isomer or geometry (same formula, charge and spin): 436.6 kJ/mol
E_HOMO: -8.6552 eV
Charge: 0
E_LUMO: 0.44 eV
Total energy: -340.6286 a.u.

Geometry (Å):
1 O -1.3966 -1.5906 -0.0386
2 N 0.8142 1.2298 -0.0385
3 N 0.7208 -0.0679 -0.2602
4 C 1.9281 -0.8270 0.0761
5 C -1.4689 0.6657 0.1509
6 C -0.6375 -0.4633 -0.0800
7 C -0.4059 1.7111 0.0772
8 H -0.1797 2.7501 -0.1011
9 H -0.6959 -2.3246 0.3789
10 H -2.5444 0.4966 0.0522
11 H 2.2601 -1.3354 1.1259
12 H 2.8151 -0.0060 0.3376
13 H 2.2775 -1.5081 -0.7397



The following is a quantum chemistry calculation of C4H6N2O in the gas phase in a non-equilibrium geometry, from the Open Molecules 2025 dataset.

Summary:
F_max: 2.14 eV/Å
Energy relative to the best compared isomer or geometry (same formula, charge and spin): 295.0 kJ/mol
E_HOMO: -8.4875 eV
Charge: 0
E_LUMO: 1.04 eV
Total energy: -340.6825 a.u.

Geometry (Å):
1 O -1.4433 -0.7364 0.4870
2 N 0.1699 0.6906 0.0361
3 N 1.4338 0.6841 -0.3588
4 C -2.1039 0.6496 0.0256
5 C -0.1342 -0.5542 0.3252
6 C 1.0027 -1.3965 0.2335
7 C 1.9865 -0.5345 -0.2072
8 H 3.0263 -0.6899 -0.4260
9 H -1.6948 1.4887 -0.5955
10 H -2.2902 1.0628 1.0012
11 H 1.0820 -2.4596 0.4051
12 H -2.9146 0.2140 -0.5186
13 H 1.8798 1.5813 -0.4076



The following is a quantum chemistry calculation of C4H6N2O in the gas phase, from the Open Molecules 2025 dataset.

Summary:
F_max: 0.34 eV/Å
Energy relative to the best compared isomer or geometry (same formula, charge and spin): 53.7 kJ/mol
E_HOMO: -8.0137 eV
Charge: 0
E_LUMO: 0.70 eV
Total energy: -340.7745 a.u.

Geometry (Å):
1 O -2.5027 0.7740 0.7744
2 N 0.1133 -0.7006 -1.1892
3 N -0.1896 0.4759 0.6568
4 C -1.2369 -0.4481 -1.0255
5 C 2.1740 -0.2175 0.1388
6 C 0.7169 -0.1399 -0.1763
7 C -1.4289 0.2725 0.1156
8 H 2.3657 -0.9905 0.8928
9 H -3.3015 0.4882 0.3146
10 H 2.7232 -0.4810 -0.7680
11 H -1.9756 -0.8025 -1.7351
12 H 0.0007 1.0243 1.4824
13 H 2.5640 0.7301 0.5263



The following is a quantum chemistry calculation of C4H6N2O in the gas phase in a non-equilibrium geometry, from the Open Molecules 2025 dataset.

Summary:
F_max: 2.19 eV/Å
Energy relative to the best compared isomer or geometry (same formula, charge and spin): 220.1 kJ/mol
E_HOMO: -7.9226 eV
Charge: 0
E_LUMO: 0.80 eV
Total energy: -340.7111 a.u.

Geometry (Å):
1 O -0.8879 2.4207 0.8632
2 N 1.4749 -1.5766 0.6662
3 N 0.2454 0.4091 1.1336
4 C -0.4463 1.2683 0.3194
5 C -0.1760 -0.5599 -0.9123
6 C 0.5363 -0.6197 0.3584
7 C -0.6570 0.8099 -0.9543
8 H 1.7278 -1.5302 1.6393
9 H -0.7811 -1.2413 -0.0169
10 H 0.0998 -1.0996 -1.8215
11 H 1.2927 -2.5219 0.3587
12 H -1.3709 2.8941 0.1731
13 H -1.0577 1.3469 -1.8067



The following is a quantum chemistry calculation of 2 unconnected molecules or ions with the total composition C4H6N2O in a non-equilibrium geometry, from the Open Molecules 2025 dataset.

Summary:
F_max: 1.46 eV/Å
Energy relative to the best compared isomer or geometry (same formula, charge and spin): 295.8 kJ/mol
E_HOMO: -9.7519 eV
Charge: 0
E_LUMO: 0.92 eV
Total energy: -340.6822 a.u.

Geometry (Å):
1 O -2.6648 -1.3950 0.2382
2 N -0.6671 0.4596 -1.5528
3 N 0.5178 -1.4012 0.4187
4 C -2.1112 -0.5785 0.8011
5 C 0.7836 -0.1876 0.2434
6 C 0.3457 0.9312 -0.6270
7 C 1.2094 -0.6493 1.5437
8 H 1.2099 1.4542 -1.0708
9 H -1.0868 1.2281 -2.0611
10 H 2.2331 -0.9424 1.7651
11 H -0.2851 -0.2010 -2.2201
12 H -0.1245 1.6384 0.0692
13 H 0.5908 -0.3929 2.4065